# 1
Below is a structure of composition C3H3N3O2S in a non-equilibrium geometry, with properties calculated with ωB97M-V/def2-TZVPD.

Each line ends with the Löwdin charge.
Positions of all 12 atoms, in Å:
C -0.24691 0.18151 0.60699  -0.613
C 2.07628 1.13565 -0.26915  0.098
C -1.22646 -0.27736 1.62273  -0.028
N -0.47065 -0.12576 -0.66004  -0.188
N 0.64741 0.91025 1.15122  0.235
N 1.82906 1.12025 -1.40106  -0.212
O 1.52934 0.76133 -2.52293  -0.158
O 0.60031 -1.87899 -2.18777  -0.399
S -0.08225 -0.66807 -2.10073  0.986
H -2.21514 -0.11557 1.28452  0.069
H -1.45901 0.25895 2.60011  0.118
H -0.98199 -1.30219 1.87612  0.093

Output
ΔE to the lowest compared entry with this formula, charge and spin = 163.93 kcal/mol
Total energy = -828.7760 Ha
Orbital gap (spin up / spin down) = 0.30959 / 0.30957 Eh
Charge = 0
Largest force on an atom = 0.100 Eh/bohr

***

# 2
Below is a structure of composition C23H50AlNO6P2Si in a non-equilibrium geometry, with properties calculated with ωB97M-V/def2-TZVPD.

Each line ends with the Löwdin charge.
Positions of all 84 atoms, in Å:
Al -1.58688 -0.40749 -0.21468  0.149
P -2.39841 1.83643 -0.73068  0.943
C -3.77375 1.17956 -1.59110  -0.133
C -3.75007 -0.15309 -2.09189  -0.281
N -2.72467 -1.02120 -1.71071  0.062
C -2.85296 -2.33296 -1.94448  -0.257
C -3.82463 -2.80125 -2.81565  0.042
C -4.85383 -1.96206 -3.22176  0.023
C -4.83867 -0.64189 -2.83029  0.036
C -1.94676 -3.30972 -1.23011  -0.234
P -1.44773 -2.84912 0.48410  0.923
H -5.64300 0.05541 -3.04561  0.141
H -3.81711 -3.86219 -3.06724  0.145
H -5.65400 -2.33355 -3.84464  0.138
H -2.46201 -4.27354 -1.14204  0.109
H -1.01703 -3.47557 -1.79206  0.122
H -6.39301 -1.04736 2.03947  0.012
H -4.42075 1.90716 -2.10307  0.123
H -2.61724 -1.96448 5.31247  0.028
O -6.89894 -1.12947 2.86226  -0.071
H -7.23233 -0.22219 3.04555  0.058
H -2.83214 -0.15371 0.63927  0.058
O -1.94158 -1.28709 5.41689  -0.065
H -1.69755 -0.99373 4.50096  0.036
C -2.69033 -3.66900 1.53700  -0.216
H -2.81814 -4.71214 1.21239  0.071
H -2.35603 -3.63961 2.58667  0.062
H -3.64068 -3.12282 1.45447  0.053
C 0.06622 -3.81641 0.75707  -0.210
H 0.30458 -3.83102 1.83022  0.062
H -0.06773 -4.85089 0.41159  0.077
H 0.90592 -3.36433 0.21268  0.050
C -1.32316 2.75170 -1.85981  -0.165
H -1.62162 3.80817 -1.92967  0.089
H -0.29148 2.68055 -1.48333  0.026
H -1.35855 2.30580 -2.86081  0.080
C -2.85782 2.90432 0.66483  -0.176
H -1.99167 3.47223 1.02505  0.048
H -3.65760 3.59712 0.36953  0.081
H -3.21906 2.25580 1.47986  0.066
C 2.77021 1.14262 -3.04982  -0.026
C 2.97380 -0.22360 -2.41466  -0.618
C 1.97366 -1.22974 -2.96359  -0.036
C 4.39822 -0.70121 -2.66544  -0.023
O 2.80496 -0.12585 -0.96267  -0.109
Si 1.53058 0.45279 -0.09929  0.081
O 0.15917 -0.31651 -0.47993  -0.195
O 1.91186 0.29962 1.48605  -0.115
C 2.94182 -0.38128 2.28408  -0.607
C 2.54620 -1.84297 2.44196  -0.029
C 4.31153 -0.24688 1.63363  -0.021
C 2.95226 0.29314 3.65073  -0.027
O 1.28879 2.05724 -0.43151  -0.159
C 1.63616 3.22605 0.38819  -0.603
C 0.93325 3.12747 1.73610  -0.008
C 3.14821 3.27772 0.51287  -0.001
C 1.13805 4.45878 -0.35603  -0.029
H 3.02060 1.07861 -4.11921  0.103
H 3.42716 1.89450 -2.59368  0.094
H 1.72993 1.47585 -2.97169  0.074
H 2.15505 -1.36354 -4.03776  0.100
H 2.09779 -2.20337 -2.47419  0.091
H 0.94414 -0.88658 -2.82290  0.064
H 5.13800 0.00752 -2.27348  0.099
H 4.57490 -1.68884 -2.22282  0.094
H 4.56946 -0.79030 -3.74646  0.097
H 2.52613 -2.35524 1.47146  0.075
H 3.28567 -2.34183 3.08695  0.105
H 1.55841 -1.92437 2.91964  0.084
H 4.60646 0.80746 1.55740  0.083
H 5.05070 -0.75695 2.27258  0.106
H 4.32737 -0.70191 0.63689  0.079
H 3.24050 1.35129 3.57861  0.091
H 1.97409 0.20814 4.14427  0.093
H 3.69326 -0.20809 4.28956  0.101
H 1.34154 2.30626 2.33540  0.071
H 1.07755 4.07162 2.28380  0.110
H -0.14531 2.97000 1.60161  0.060
H 3.60170 3.30282 -0.48803  0.099
H 3.43864 4.19034 1.05271  0.108
H 3.52390 2.40576 1.06314  0.065
H 1.60165 4.53925 -1.34734  0.105
H 0.04707 4.46951 -0.46270  0.058
H 1.41712 5.34834 0.22287  0.105

Output
Total energy = -2626.8851 Ha
Orbital gap (spin up / spin down) = 0.21193 / 0.16902 Eh
Charge = +2
Largest force on an atom = 0.081 Eh/bohr

***

# 3
Below is an isolated molecule of C4H4S in a non-equilibrium geometry, with properties calculated with ωB97M-V/def2-TZVPD.

Each line ends with the Löwdin charge.
Positions of all 9 atoms, in Å:
C -0.83173 -0.98847 -2.07526  0.089
C -0.50113 -0.40409 -1.04190  -0.110
C -0.44205 0.44110 0.24151  -0.205
C 0.36469 0.58710 1.32902  -0.546
S 2.03826 0.01074 1.53371  0.741
H -1.13056 -1.68787 -2.81978  0.020
H -1.40318 0.95412 0.56457  0.108
H -0.06284 1.26649 2.04236  0.049
H 1.96855 -0.17912 0.22577  -0.146

Output
ΔE to the lowest compared entry with this formula, charge and spin = 71.34 kcal/mol
SMILES = C#C/C=C\S
Total energy = -552.8783 Ha
Orbital gap = 0.34653 Eh
Charge = 0
Largest force on an atom = 0.062 Eh/bohr

***

# 4
Below is a cluster of 8 separate species, H16O8 in total in a non-equilibrium geometry, with properties calculated with ωB97M-V/def2-TZVPD.

Each line ends with the Löwdin charge.
Positions of all 24 atoms, in Å:
O 1.15681 -2.04909 -2.45914  -0.082
H 0.21069 -2.23196 -2.34960  0.037
H 1.32549 -1.16653 -2.83864  0.003
O 0.09978 1.72533 2.56608  -0.056
H 0.83045 1.07857 2.43490  0.049
H -0.48368 1.43765 1.87843  -0.035
O 0.30388 0.78620 -0.30881  -0.092
H 0.72057 0.54895 -1.14591  0.013
H -0.15572 -0.02518 0.09240  0.042
O -2.77093 -2.28024 0.44267  -0.032
H -2.28175 -1.68137 0.97892  -0.028
H -3.65290 -2.11432 0.68012  0.011
O -2.49474 0.52701 1.38264  -0.051
H -3.01006 0.24880 0.60027  0.060
H -2.94629 1.24742 1.83348  0.059
O 2.17426 2.50438 0.24655  -0.078
H 1.88152 3.35775 0.01549  0.005
H 1.36165 1.94321 0.16605  -0.024
O -0.16571 -1.63867 0.73909  -0.031
H -0.15644 -2.57825 0.56312  0.076
H 0.32703 -1.40065 1.51363  0.062
O 2.22844 0.48987 -2.32773  -0.056
H 2.83653 0.62183 -1.55329  0.096
H 2.66110 0.64928 -3.15072  0.051

Output
ΔE to the lowest compared entry with this formula, charge and spin = 55.05 kcal/mol
SMILES = O.O.O.O.O.O.O.O
Total energy = -611.4949 Ha
Orbital gap = 0.38952 Eh
Charge = 0
Largest force on an atom = 0.043 Eh/bohr

***

Which formula does entry 4 have? H16O8

***

What is the total energy in the second record? -2626.8851 Ha

***

What did the fourth record say?
Below is a cluster of 8 separate species, H16O8 in total in a non-equilibrium geometry, with properties calculated with ωB97M-V/def2-TZVPD.

Each line ends with the Löwdin charge.
Positions of all 24 atoms, in Å:
O 1.15681 -2.04909 -2.45914  -0.082
H 0.21069 -2.23196 -2.34960  0.037
H 1.32549 -1.16653 -2.83864  0.003
O 0.09978 1.72533 2.56608  -0.056
H 0.83045 1.07857 2.43490  0.049
H -0.48368 1.43765 1.87843  -0.035
O 0.30388 0.78620 -0.30881  -0.092
H 0.72057 0.54895 -1.14591  0.013
H -0.15572 -0.02518 0.09240  0.042
O -2.77093 -2.28024 0.44267  -0.032
H -2.28175 -1.68137 0.97892  -0.028
H -3.65290 -2.11432 0.68012  0.011
O -2.49474 0.52701 1.38264  -0.051
H -3.01006 0.24880 0.60027  0.060
H -2.94629 1.24742 1.83348  0.059
O 2.17426 2.50438 0.24655  -0.078
H 1.88152 3.35775 0.01549  0.005
H 1.36165 1.94321 0.16605  -0.024
O -0.16571 -1.63867 0.73909  -0.031
H -0.15644 -2.57825 0.56312  0.076
H 0.32703 -1.40065 1.51363  0.062
O 2.22844 0.48987 -2.32773  -0.056
H 2.83653 0.62183 -1.55329  0.096
H 2.66110 0.64928 -3.15072  0.051

Output
ΔE to the lowest compared entry with this formula, charge and spin = 55.05 kcal/mol
SMILES = O.O.O.O.O.O.O.O
Total energy = -611.4949 Ha
Orbital gap = 0.38952 Eh
Charge = 0
Largest force on an atom = 0.043 Eh/bohr

***

What is the total energy in the fourth record? -611.4949 Ha